Run 1
Formula: C5H14NO
Source: OMol25
Level of theory: ωB97M-V/def2-TZVPD

Calculated values
HOMO-LUMO gap ... 10.8607 eV
Charge ... +1

Positions of all 21 atoms, in Å:
H -0.6539 -0.0457 -0.0329
H -1.7126 0.0997 -2.0775
H 0.6906 -1.7060 1.8459
H 0.1426 -2.4172 5.4217
C 0.3654 -0.1563 -0.4268
C -0.9086 0.7068 -2.4288
H -0.9610 0.5956 -3.5076
H -2.0332 2.4400 -2.7668
H -1.5018 2.4764 -1.1778
C 0.3890 0.1294 -1.8868
H -0.4579 -2.7971 4.1814
H 1.4187 -0.3884 2.6146
N 0.8071 -0.6907 1.8583
C -1.1478 2.2064 -2.1692
H 1.1911 0.8650 -2.0587
H -0.1306 -0.3561 2.0825
C 1.2972 -0.2984 0.5050
H -0.2766 2.7228 -2.5581
O 0.4246 -2.6909 4.5685
H 0.7302 -0.7173 -2.4864
H 2.3275 0.0221 0.4997

***

Run 2
Formula: C5H14NO
Source: OMol25
Level of theory: ωB97M-V/def2-TZVPD

Calculated values
HOMO-LUMO gap ... 9.8883 eV
Charge ... +1

Positions of all 21 atoms, in Å:
H -0.8770 1.7376 1.5294
H 0.0511 -0.4603 -1.7836
H 0.5472 -0.8709 1.1634
H 1.7776 -0.6006 -0.0680
C -2.4444 -1.9116 -1.0510
H 0.0769 -1.8388 -0.9329
H 0.0609 3.0417 0.9436
H -1.6226 -1.0368 0.7949
H -2.8181 -2.7061 -0.3927
H 1.8241 1.5304 0.2344
H 4.2496 2.0939 0.3502
H 3.5464 1.7187 1.7519
H -2.0846 -2.4022 -1.9421
H -2.0766 0.1357 -0.5868
N 0.8706 1.1782 0.4705
C -0.1955 -0.7769 -0.7654
C -1.6981 -0.8305 -0.2689
H -3.4053 -1.4965 -1.4004
C -0.0274 1.9571 0.8834
O 3.4513 1.8244 0.8009
C 0.7939 -0.2866 0.2690

***

Run 3
Formula: C5H14NO
Source: OMol25
Level of theory: ωB97M-V/def2-TZVPD

Calculated values
HOMO-LUMO gap ... 9.5925 eV
Charge ... +1

Positions of all 21 atoms, in Å:
H -1.9980 1.3416 -1.1408
H -0.8401 1.7913 0.1077
H 0.1068 -0.3525 1.3697
H -2.2601 0.6962 0.4949
O 0.1984 2.7060 1.1689
H 0.0453 0.3190 -1.5813
H 1.5996 -1.3877 -1.1446
C 2.5127 -1.3033 0.8306
N -1.5794 1.0029 -0.2561
C -0.6822 -0.1741 -0.7529
H -0.2976 -1.8942 0.7057
H 0.6679 3.5158 1.0058
C 1.4947 -1.1802 -0.0626
H -1.0316 -2.0490 -1.8729
H 0.2970 2.7256 2.1813
H -2.3841 -1.6017 -0.9393
H 3.5130 -1.5671 0.4971
H 2.5326 -1.0664 1.9084
C 0.1300 -0.8894 0.3951
C -1.5264 -1.1750 -1.5345
H -2.0545 -0.8068 -2.4046

***

Run 4
Formula: C5H14NO
Source: OMol25
Level of theory: ωB97M-V/def2-TZVPD

Calculated values
HOMO-LUMO gap ... 10.2595 eV
Charge ... +1

Positions of all 21 atoms, in Å:
H -1.0217 1.6032 0.9809
H -1.1305 -1.3850 1.8049
C -1.4765 0.6254 1.0107
N 1.0722 0.7065 0.0513
H -2.1377 -1.7420 -0.0966
H 3.4811 -0.6310 -2.7055
H 1.4457 -1.0657 1.1752
H 0.2308 0.9628 -0.4706
H 0.4066 -1.2763 -0.1698
H 1.4089 1.4142 0.6589
H -2.3684 1.3203 -0.9603
C 0.6525 -0.6233 0.6241
H 1.8760 0.5863 -0.7001
H -0.1433 -0.0253 2.5563
C -2.4045 -0.9069 -0.7339
H -3.0295 -0.9702 -1.4929
H -2.3553 0.7556 1.7187
O 3.5169 0.2246 -2.2895
C -1.9451 0.3503 -0.4346
H 4.4273 0.5314 -2.1427
C -0.5055 -0.4547 1.6155

***

Stability, lowest: run 4

***

Run 1
Formula: C5H14NO
Source: OMol25
Level of theory: ωB97M-V/def2-TZVPD

Calculated values
HOMO-LUMO gap ... 4.6922 eV
Charge ... +1

Positions of all 21 atoms, in Å:
C 0.7456 0.0335 -0.9572
N -4.7579 0.1378 0.4058
H -3.9198 0.2441 0.9452
H 2.7736 -1.4444 -0.6413
H 0.7832 0.6177 1.0547
H -1.5011 1.0177 -0.6665
C 1.3057 0.8188 0.1153
H -0.5052 -1.4136 0.0797
H -5.1808 -0.7527 0.5866
C 3.0390 -1.0486 0.3723
H 1.1075 -0.0444 -1.9805
H 2.4570 -1.7856 0.9383
H 3.5016 0.9113 -0.1661
H 2.9943 0.6543 1.5420
H 4.0805 -1.3532 0.4504
H -5.4182 0.8638 0.5880
C -0.5369 -0.6090 -0.6649
O -1.4639 0.3155 -0.0220
H 1.3085 1.9079 0.0774
C 2.7752 0.4419 0.4971
H -1.1006 -1.0117 -1.5084

***

Run 2
Formula: C5H14NO
Source: OMol25
Level of theory: ωB97M-V/def2-TZVPD

Calculated values
HOMO-LUMO gap ... 10.1797 eV
Charge ... +1

Positions of all 21 atoms, in Å:
H 0.5572 -0.9600 -3.5111
H 1.2419 -0.9516 1.8360
H -0.7581 0.7624 1.8468
H 1.0557 -2.1525 0.6484
C -0.4614 0.3710 -2.2864
H -0.2573 1.8783 0.7752
H 2.2308 -0.9161 0.2679
C 0.5754 0.4385 -1.2323
H -2.4675 -0.5012 3.0381
H -1.3430 0.9908 -2.1551
O -1.6147 -0.0572 3.0626
H 1.5616 0.1069 -1.5639
C 0.1986 -0.1797 0.1314
H 0.9360 1.4303 -0.9559
C -0.3471 -0.3728 -3.3654
H -0.7854 -0.6393 0.1138
H 0.8585 1.1051 1.6641
H -1.0525 -0.4252 -4.1811
H -1.4121 0.1914 3.9712
C 1.2802 -1.0887 0.7547
N 0.0032 0.9695 1.1412

***

Stability, lowest: run 1

***

Run 1
Formula: C6H9NS
Source: OMol25
Level of theory: ωB97M-V/def2-TZVPD

Calculated values
HOMO-LUMO gap ... 9.0771 eV
Charge ... 0

Positions of all 17 atoms, in Å:
H -0.1247 2.6679 -0.3566
C -0.5766 0.0824 -0.4410
C -0.1073 1.5701 0.1666
H -2.4311 -1.8921 0.2908
H 0.8089 -1.6662 -1.2489
C 0.6064 -0.7983 -0.5866
H 2.2536 1.9545 0.3645
H -1.0953 -0.1687 -2.7290
H 0.3399 -0.4961 1.4836
C -0.2365 -0.8640 0.6173
H 2.7478 -0.3450 -0.1979
C 1.4949 1.3313 0.1026
C 1.7778 0.0959 -0.2306
H -1.7528 -1.3406 2.0543
N -1.2930 -1.7996 0.9742
H -0.4939 1.6597 1.2029
S -1.9180 0.0090 -1.4664

***

Run 2
Formula: C6H9NS
Source: OMol25
Level of theory: ωB97M-V/def2-TZVPD

Calculated values
HOMO-LUMO gap ... 9.6514 eV
Charge ... 0

Positions of all 17 atoms, in Å:
C -0.0628 -1.7643 0.7572
H -3.0197 1.0475 -0.6137
H -0.7715 0.6259 -1.5301
C -0.2253 -1.3921 -0.7110
C 0.4987 0.2813 0.1933
H 1.1571 -0.2016 -1.7085
C 0.9713 1.6827 0.2967
C 0.4275 -0.6971 1.3407
C -0.8702 0.0308 -0.5904
S -2.4495 0.1661 0.2334
H 0.6172 -0.4506 2.3712
H -0.4724 -2.1146 -1.5174
H 0.5804 2.1452 1.1815
H -0.3729 -2.6724 1.2473
H 0.8114 2.3073 -0.6127
N 1.1099 -0.6396 -0.8064
H 2.0708 1.6456 0.4689

***

Run 3
Formula: C6H9NS
Source: OMol25
Level of theory: ωB97M-V/def2-TZVPD

Calculated values
HOMO-LUMO gap ... 9.9474 eV
Charge ... 0
SMILES ... C#C[C@]1(CS)N[C@H]1C

Positions of all 17 atoms, in Å:
H -0.6046 -1.6272 -0.8767
C -1.1370 -0.6408 -0.6742
H 1.8287 1.1747 0.2674
H 1.3852 -1.7715 -0.4166
H 2.4334 -0.6088 -1.3282
H 2.8797 -1.1242 0.3111
C 1.9990 -0.8841 -0.3421
N 0.3700 0.0639 1.3722
H -2.2118 -1.1277 1.4906
H 0.4078 -0.9541 1.5873
C -0.8701 1.6868 0.0302
C -0.2238 0.3744 0.0786
H -1.9191 3.7016 -0.1802
H -1.4432 -0.2435 -1.6896
C 1.2650 0.2689 0.2475
S -2.6959 -1.0329 0.2154
C -1.4633 2.7445 -0.0928

***

Stability, lowest: run 1